Below is the molecule C6H9INPS at a distorted geometry, with properties calculated with ωB97M-V/def2-TZVPD.

```
19
Properties=species:S:1:pos:R:3
C -2.3784 -0.9348 -0.4005
C -1.7299 0.1065 0.5172
C -0.2640 0.0890 0.3548
C 0.5519 1.0633 -0.4127
P -0.1078 2.5396 -1.0717
S 1.4228 3.4174 -1.9067
C 1.9600 0.5327 -0.4622
C 1.9460 -0.6238 0.5418
N 0.5311 -0.8976 0.7681
I 0.0436 -2.3209 2.1739
H -2.0265 -0.8076 -1.4225
H -3.4590 -0.8196 -0.3877
H -2.1417 -1.9477 -0.0793
H -1.9875 -0.1097 1.5580
H -2.0969 1.1011 0.2594
H 2.1864 0.1821 -1.4738
H 2.6934 1.2999 -0.2145
H 2.4330 -1.5285 0.1714
H 2.4234 -0.3413 1.4872
```

**ΔE to the lowest compared entry with this formula, charge and spin**: 0.1 kcal per mole
**Structure (SMILES)**: CCC1=C(P=S)CCN1I
**Energy**: -1325.98292 Eh

---

Below is the molecule C6H9IO4S at a distorted geometry, with properties calculated with ωB97M-V/def2-TZVPD.

```
21
Properties=species:S:1:pos:R:3
C -1.4464 3.0407 0.4053
C -0.7467 1.6658 0.2224
O 0.2761 1.3850 0.6857
O -1.4914 0.7837 -0.5275
C -0.9752 -0.4409 -0.9259
I -2.6235 -1.2205 -2.2790
C -0.5537 -1.3388 0.2107
C 0.6664 -2.1785 -0.2268
C 1.7036 -1.1876 -0.6639
S 0.6375 -0.2233 -1.8929
O 0.5186 -1.0161 -3.0741
O 0.8996 1.1713 -2.1100
H -2.4993 2.9309 0.8433
H -1.4421 3.4562 -0.5891
H -0.7276 3.5456 1.0033
H -1.4667 -2.0472 0.4922
H -0.1776 -0.6990 1.0432
H 1.0252 -2.5950 0.6213
H 0.5020 -2.7360 -1.0476
H 2.1162 -0.5325 0.0678
H 2.6050 -1.5629 -1.2227
```

**ΔE to the lowest compared entry with this formula, charge and spin**: 6.6 kcal per mole
**Structure (SMILES)**: CC(=O)O[C@]1(I)CCCS1(=O)=O
**Energy**: -1230.80985 Eh

---

Below is a structure of composition C6H9KO5 at a distorted geometry, with properties calculated with ωB97M-V/def2-TZVPD.

```
21
Properties=species:S:1:pos:R:3
O 3.4964 -0.4131 -2.5716
C 2.8932 -1.2247 -3.5720
O 3.4290 -2.3421 -3.4687
H 3.1791 0.4908 -2.6547
O 0.9696 -2.1418 -0.7890
C -0.0248 -1.8583 -0.1114
C -0.4082 -0.4558 0.2263
C -1.1972 -0.4422 1.5498
C -2.1548 0.7279 1.6658
O -1.4506 1.9749 1.6952
C -1.6900 2.8243 0.7331
O -0.9132 3.8607 0.9651
H -0.8197 -2.6197 0.0244
H -1.0478 -0.0776 -0.5880
H 0.4893 0.1721 0.2955
H -0.4953 -0.4522 2.3953
H -1.8137 -1.3499 1.6446
H -2.7209 0.6632 2.6039
H -2.8548 0.7498 0.8205
H -0.9740 4.4650 0.2163
K 4.1087 -2.5513 -1.0803
```

**Energy**: -1210.05736 Eh

---

Below is a structure of composition C6H9LiO5Sn at a distorted geometry, with properties calculated with ωB97M-V/def2-TZVPD.

```
22
Properties=species:S:1:pos:R:3
O 2.3468 1.0571 -0.1814
C 2.7967 0.1134 0.7298
C 2.6843 -1.2719 0.0597
O 1.3771 -1.4448 -0.3884
Sn 0.6587 0.3320 -0.8657
H 2.4307 -0.1027 1.7609
H 3.3927 -1.3548 -0.7914
O -2.4864 -0.7683 0.0538
C -1.9390 -0.2285 1.1724
C -1.1172 0.8413 1.1712
O -0.9128 1.5638 -0.0192
C -2.0288 1.4010 -0.9064
C -2.1353 -0.0996 -1.1861
O -0.9407 -0.5589 -1.6318
Li -0.1369 -2.1798 -1.0301
H -2.2998 -0.6604 2.1052
H -0.6890 1.3005 2.0585
H -1.7876 1.9448 -1.8259
H -2.9340 1.8123 -0.4394
H -2.9744 -0.3228 -1.8645
H 3.7132 0.6715 1.2226
H 2.9818 -2.0455 0.7961
```

**ΔE to the lowest compared entry with this formula, charge and spin**: 0.0 kcal per mole
**Energy**: -831.93512 Eh

---

Below is the ion C6H9N with charge -1 at a distorted geometry, with properties calculated with ωB97M-V/def2-TZVPD.

```
16
Properties=species:S:1:pos:R:3
C 1.0751 -0.3802 -1.2500
C 0.9035 -1.6704 -0.8333
N 0.1826 -1.7295 0.2982
C -0.2273 -0.3506 0.5098
C 0.2640 0.4887 -0.4441
C -0.0183 1.8697 -0.8223
C -1.0006 -0.1018 1.7319
H 1.8083 0.0537 -1.8814
H 1.5269 -2.5395 -1.3230
H -0.3927 -2.6004 0.6628
H 0.0380 2.5669 -0.0640
H 0.5892 2.5064 -1.5535
H -1.0747 2.1659 -1.1146
H -1.3678 -1.0724 2.0613
H -1.7871 0.6260 1.5066
H -0.5190 0.1676 2.5156
```

**ΔE to the lowest compared entry with this formula, charge and spin**: 40.3 kcal per mole
**Spin multiplicity**: 2
**Energy**: -288.65666 Eh
**Net charge**: -1

---

Below is the molecule C6H9N, with properties calculated with ωB97M-V/def2-TZVPD.

```
16
Properties=species:S:1:pos:R:3
C -2.4055 -0.1882 -0.3095
C -0.9908 -0.0246 0.1320
C -0.1680 1.0295 0.1962
C 1.1797 0.5050 0.6445
C 0.9726 -0.9372 1.0547
C 2.1630 0.1566 -0.5263
N -0.2556 -1.1609 0.5962
H -2.9739 -0.7927 0.4078
H -2.8954 0.7839 -0.3972
H -2.4616 -0.6881 -1.2852
H -0.4416 2.0572 -0.0211
H 1.7091 1.1522 1.3530
H 1.8320 -0.7149 -1.1091
H 2.2401 1.0006 -1.2045
H 3.1485 -0.0885 -0.1178
H -0.6526 -2.0899 0.5864
```

**ΔE to the lowest compared entry with this formula, charge and spin**: 56.7 kcal per mole
**Energy**: -288.69176 Eh